C34H89N5O12 | the ωB97M-V functional and the def2-TZVPD basis

SMILES string = COC[C@H](C)N.COCCNCCOC.COCCNCCOC.COCCNCCOC.COCCNCCOC.CCO.CCO.CCO
LUMO = 0.49 eV
energy relative to the best compared isomer or geometry (same formula, charge and spin) = 3.9 kcal per mole

Atoms and positions in Å:
C 4.475 -2.747 5.447
O 4.007 -1.609 4.661
C 4.577 -1.572 3.355
C 4.117 -2.696 2.431
C 4.573 -2.382 1.017
N 2.646 -2.530 2.368
H 5.511 -2.502 5.667
H 4.323 -3.650 4.858
H 3.772 -2.781 6.274
H 4.179 -0.664 2.899
H 5.662 -1.466 3.445
H 4.381 -3.676 2.838
H 4.271 -1.398 0.675
H 4.182 -3.058 0.251
H 5.658 -2.494 0.904
H 2.170 -3.402 2.160
H 2.374 -2.296 3.325
C -4.288 1.489 -7.756
O -4.369 0.760 -6.500
C -4.151 1.574 -5.385
C -4.216 0.733 -4.117
N -4.028 1.580 -2.927
C -3.834 0.854 -1.687
C -4.912 -0.166 -1.310
O -4.596 -1.414 -1.859
C -5.031 -2.548 -1.139
H -3.261 1.330 -8.096
H -4.506 2.546 -7.624
H -4.957 0.899 -8.380
H -4.892 2.388 -5.356
H -3.192 2.110 -5.313
H -3.443 -0.041 -4.120
H -5.151 0.181 -3.943
H -4.905 2.095 -2.893
H -3.804 1.594 -0.884
H -2.882 0.323 -1.735
H -5.894 0.201 -1.659
H -5.121 -0.114 -0.232
H -6.120 -2.586 -1.055
H -4.533 -2.540 -0.167
H -4.700 -3.435 -1.678
C -0.123 2.861 -8.627
O -0.108 1.663 -7.871
C 0.856 1.770 -6.835
C 1.180 0.407 -6.270
N 1.547 -0.526 -7.332
C 1.482 -1.898 -6.876
C 2.619 -2.217 -5.862
O 2.045 -2.609 -4.643
C 2.978 -3.027 -3.665
H -0.091 3.810 -8.081
H -0.912 2.938 -9.368
H 0.836 2.858 -9.164
H 0.437 2.430 -6.072
H 1.802 2.203 -7.181
H 0.282 0.016 -5.765
H 1.955 0.439 -5.503
H 1.140 -0.324 -8.228
H 1.604 -2.599 -7.701
H 0.507 -2.037 -6.393
H 3.158 -1.268 -5.753
H 3.299 -2.984 -6.241
H 3.300 -2.073 -3.220
H 3.809 -3.615 -4.055
H 2.527 -3.514 -2.798
C 0.519 -0.793 -2.041
O 0.395 0.131 -0.992
C 0.387 -0.331 0.332
C -0.651 -1.396 0.724
N -0.475 -1.851 2.104
C -1.131 -3.155 2.344
C -0.689 -3.603 3.771
O 0.460 -4.364 3.446
C 1.241 -4.704 4.585
H 0.680 -0.294 -2.993
H -0.413 -1.358 -2.175
H 1.278 -1.572 -1.907
H 0.191 0.507 1.012
H 1.393 -0.594 0.696
H -0.537 -2.254 0.048
H -1.631 -0.927 0.630
H 0.493 -2.001 2.381
H -0.772 -3.980 1.726
H -2.190 -2.913 2.283
H -1.449 -4.252 4.225
H -0.491 -2.739 4.410
H 0.745 -5.479 5.179
H 1.437 -3.813 5.183
H 2.161 -5.193 4.266
C -3.773 5.973 5.576
O -3.248 4.684 5.359
C -2.038 4.461 6.073
C -1.321 3.310 5.373
N -1.254 3.643 3.945
C -0.593 2.701 3.039
C 0.815 2.368 3.502
O 0.693 1.263 4.404
C 1.786 0.382 4.446
H -3.137 6.697 5.050
H -3.902 6.175 6.641
H -4.737 6.079 5.075
H -2.251 4.249 7.124
H -1.401 5.346 6.005
H -1.711 2.305 5.562
H -0.258 3.351 5.624
H -2.189 3.831 3.605
H -0.544 3.272 2.106
H -1.137 1.776 2.819
H 1.221 3.212 4.069
H 1.520 2.122 2.703
H 2.780 0.829 4.518
H 1.768 -0.284 3.573
H 1.602 -0.293 5.283
C -0.851 -1.860 7.365
C 0.191 -1.763 8.444
O -0.220 -2.559 9.580
H -1.129 -2.888 7.132
H -0.496 -1.390 6.443
H -1.755 -1.344 7.690
H 0.391 -0.763 8.821
H 1.156 -2.165 8.115
H -0.081 -3.480 9.346
C 3.139 1.462 -2.348
C 4.515 0.886 -2.091
O 4.378 -0.433 -1.555
H 3.216 2.507 -2.654
H 2.525 1.470 -1.442
H 2.512 0.881 -3.025
H 5.004 1.415 -1.261
H 5.197 0.899 -2.939
H 3.550 -0.487 -1.071
C -1.982 3.931 -2.155
C -0.980 2.819 -2.260
O -0.069 2.968 -1.146
H -1.439 4.884 -2.123
H -2.662 4.000 -1.307
H -2.600 4.032 -3.049
H -0.435 2.862 -3.207
H -1.418 1.834 -2.124
H 0.479 2.168 -1.141

C34H91NO35S11 | the ωB97M-V functional and the def2-TZVPD basis

SMILES string = CCOS(C)(=O)=O.CCOS(C)(=O)=O.CCOS(C)(=O)=O.CCOS(C)(=O)=O.CCOS(C)(=O)=O.CCOS(C)(=O)=O.CCOS(C)(=O)=O.CCOS(C)(=O)=O.CCOS(C)(=O)=O.CCOS(C)(=O)=O.CCOS(C)(=O)=O.C[N+](=O)[O-]
LUMO = 0.19 eV
energy relative to the best compared isomer or geometry (same formula, charge and spin) = 0.0 kcal per mole

Atoms and positions in Å:
C 6.064 -1.714 2.148
C 5.305 -2.776 2.906
O 4.689 -3.596 1.910
S 3.763 -4.840 2.401
C 4.977 -6.115 2.736
O 3.098 -4.413 3.597
O 3.001 -5.206 1.242
H 6.811 -2.222 1.525
H 6.765 -1.103 2.723
H 5.436 -1.083 1.526
H 5.964 -3.339 3.573
H 4.517 -2.354 3.534
H 5.296 -6.573 1.804
H 4.560 -6.888 3.377
H 5.824 -5.656 3.242
C -5.135 4.464 -4.903
C -3.687 4.985 -5.099
O -2.835 4.711 -3.977
S -2.313 3.199 -3.748
C -1.863 3.369 -2.020
O -3.428 2.283 -3.764
O -1.109 3.097 -4.525
H -5.879 5.160 -5.292
H -5.346 4.361 -3.840
H -5.239 3.515 -5.421
H -3.304 4.468 -5.986
H -3.723 6.047 -5.323
H -1.151 4.187 -1.947
H -1.455 2.455 -1.604
H -2.777 3.645 -1.501
C 7.266 0.588 -3.142
C 6.744 -0.514 -4.044
O 6.844 -1.812 -3.427
S 5.593 -2.306 -2.482
C 4.427 -2.681 -3.797
O 6.023 -3.477 -1.799
O 5.116 -1.147 -1.780
H 7.220 1.568 -3.629
H 8.308 0.453 -2.855
H 6.690 0.712 -2.225
H 5.778 -0.346 -4.522
H 7.487 -0.621 -4.844
H 4.332 -1.823 -4.456
H 3.418 -2.825 -3.411
H 4.728 -3.537 -4.396
C -8.125 1.462 2.084
C -7.575 0.978 0.741
O -6.129 1.128 0.745
S -5.447 2.040 -0.426
C -5.777 0.978 -1.833
O -6.164 3.277 -0.505
O -4.056 1.919 -0.089
H -7.403 1.277 2.873
H -9.059 0.942 2.307
H -8.319 2.534 2.063
H -7.739 -0.090 0.582
H -7.977 1.613 -0.054
H -5.159 1.362 -2.652
H -6.801 1.044 -2.194
H -5.443 -0.044 -1.681
C -2.342 -0.616 -3.977
C -2.019 -0.350 -5.439
O -2.745 -1.269 -6.287
S -3.553 -0.642 -7.520
C -5.012 -0.038 -6.617
O -2.833 0.448 -8.145
O -3.979 -1.748 -8.327
H -2.069 -1.572 -3.541
H -3.428 -0.487 -3.938
H -1.932 0.174 -3.351
H -2.348 0.677 -5.605
H -0.976 -0.477 -5.723
H -5.360 -0.891 -6.049
H -5.650 0.301 -7.429
H -4.688 0.784 -5.982
C 4.086 1.846 4.636
C 3.950 1.537 3.156
O 4.197 2.734 2.356
S 2.937 3.530 1.702
C 2.021 3.945 3.127
O 3.464 4.735 1.138
O 2.105 2.622 0.945
H 3.187 2.246 5.102
H 4.867 2.592 4.783
H 4.353 0.927 5.161
H 4.734 0.895 2.741
H 2.994 1.072 2.887
H 1.215 4.560 2.720
H 2.502 4.413 3.976
H 1.488 3.065 3.484
C -1.824 1.902 10.099
C -0.521 1.239 9.664
O -0.596 0.663 8.360
S -0.353 1.704 7.115
C -0.171 0.479 5.815
O -1.582 2.430 6.998
O 0.894 2.391 7.313
H -1.828 2.298 11.115
H -2.701 1.261 9.973
H -2.083 2.745 9.455
H 0.263 1.996 9.753
H -0.285 0.462 10.391
H 0.641 -0.189 6.090
H 0.147 1.025 4.933
H -1.152 0.025 5.759
C 1.775 3.557 -6.042
C 1.979 2.218 -5.362
O 2.429 2.465 -4.018
S 2.377 1.191 -3.018
C 3.583 1.730 -1.845
O 1.093 1.231 -2.384
O 2.904 0.042 -3.702
H 0.840 4.068 -5.810
H 1.702 3.423 -7.125
H 2.559 4.295 -5.863
H 1.010 1.720 -5.430
H 2.766 1.660 -5.865
H 3.249 2.704 -1.505
H 4.516 1.707 -2.401
H 3.598 0.973 -1.065
C 1.686 -6.283 -3.787
C 1.075 -4.908 -3.482
O -0.280 -5.127 -3.104
S -0.993 -3.978 -2.202
C -0.674 -4.692 -0.580
O -0.270 -2.754 -2.414
O -2.392 -4.094 -2.472
H 1.986 -6.726 -2.841
H 2.496 -6.249 -4.509
H 0.876 -6.882 -4.205
H 1.673 -4.472 -2.677
H 1.141 -4.178 -4.289
H -0.996 -5.720 -0.722
H -1.338 -4.086 0.032
H 0.379 -4.669 -0.323
C 2.302 -2.015 -0.652
C 1.785 -1.967 0.795
O 0.370 -2.150 0.742
S -0.647 -1.023 1.303
C -0.573 0.149 -0.071
O -1.914 -1.689 1.391
O 0.009 -0.414 2.439
H 3.389 -1.895 -0.665
H 1.928 -1.171 -1.233
H 2.062 -2.992 -1.055
H 2.207 -2.892 1.184
H 2.134 -1.120 1.382
H -0.761 -0.408 -0.991
H 0.460 0.486 -0.097
H -1.330 0.916 0.037
C -4.705 0.630 4.062
C -3.265 0.562 3.651
O -2.519 1.629 4.244
S -1.806 2.695 3.300
C -3.120 3.935 3.189
O -0.774 3.229 4.162
O -1.491 2.136 2.023
H -5.205 1.561 3.778
H -4.717 0.703 5.157
H -5.302 -0.209 3.718
H -2.840 -0.387 3.998
H -3.147 0.456 2.569
H -2.674 4.784 2.679
H -3.253 4.087 4.259
H -4.022 3.582 2.701
C -0.639 -3.647 4.154
N -1.413 -4.873 3.747
O -1.449 -5.099 2.560
O -1.926 -5.569 4.573
H 0.173 -4.039 4.760
H -1.362 -3.096 4.750
H -0.363 -3.216 3.205

> Among the records above, which one has the highest energy relative to the best compared isomer or geometry (same formula, charge and spin)?

C34H89N5O12